A structure of composition C5H26NO8 in a non-equilibrium geometry, computed with wB97M-V/def2-TZVPD.

Last column: Löwdin spin population.
Geometry (Å):
C1 -0.977 1.647 1.359  0.09
O1 -2.222 1.320 0.694  0.57
C2 -0.170 0.412 1.581  0.00
C3 1.055 0.563 2.648  0.00
C4 1.764 1.789 2.596  0.00
C5 1.900 -0.679 2.676  0.00
N1 0.517 -0.127 0.253  0.05
H1 -0.355 2.382 0.811  0.04
H2 -1.335 2.370 2.164  0.05
H3 -0.880 -0.491 1.855  0.00
H4 0.548 0.685 3.629  0.00
H5 1.120 2.682 2.899  0.00
H6 2.665 1.737 3.242  0.00
H7 2.212 1.922 1.638  0.00
H8 3.080 -0.488 2.749  0.00
H9 1.638 -1.247 1.804  0.00
H10 1.677 -1.363 3.520  0.00
H11 -0.250 0.232 -0.487  0.00
H12 1.459 0.282 0.088  0.00
H13 -2.061 2.022 -1.783  0.00
H14 -1.852 1.146 -0.527  0.02
O2 -1.370 1.395 -1.579  0.16
H15 -2.090 -1.163 -2.920  0.00
H16 -0.909 -0.112 -3.224  0.00
O3 -1.346 -1.000 -3.388  0.00
H17 -1.263 -2.626 -1.603  0.00
H18 -1.869 -2.218 -0.336  0.00
O4 -1.133 -2.778 -0.593  0.00
H19 1.158 -3.565 -0.429  0.00
H20 0.804 -2.610 -1.609  0.00
O5 1.579 -3.139 -1.189  0.00
H21 -0.248 2.500 -1.044  0.00
H22 0.286 3.876 -1.528  0.00
O6 0.457 3.183 -0.970  0.02
H23 2.702 -1.040 -0.971  0.00
H24 3.656 -2.283 -0.713  0.00
O7 3.537 -1.325 -0.769  0.00
H25 -3.731 -0.624 -0.493  0.00
H26 -2.577 0.226 -1.327  0.00
O8 -3.081 -0.623 -1.247  0.00

The value obtained for the LUMO energy (alpha / beta) is -0.0011 / -0.1633 Eh. Its multiplicity is 2. Its total charge is 0. The calculated total energy is -862.5455 hartree. The HOMO-LUMO gap (alpha / beta) comes out at 9.9 / 5.2 eV. The value obtained for the relative energy (zero: lowest compared OMol25 entry of this formula, charge and spin) is 213.82 kJ/mol.

***

A structure of composition C30H32CrF10N4P2 in a non-equilibrium geometry, computed with wB97M-V/def2-TZVPD.

Last column: Löwdin spin population.
Geometry (Å):
Cr1 -0.281 0.875 0.433  3.68
C1 3.161 -0.045 1.279  0.00
N1 1.780 -0.398 1.577  0.04
C2 1.463 -1.737 1.084  0.00
C3 -0.027 -2.089 1.200  0.00
N2 -0.909 -1.166 0.507  0.01
C4 -2.089 -1.668 0.133  0.00
C5 -3.010 -0.820 -0.535  0.01
F1 -2.684 0.510 -0.568  0.03
C6 -4.196 -1.204 -1.116  0.00
F2 -4.944 -0.291 -1.753  0.00
C7 -4.608 -2.530 -1.041  0.01
F3 -5.730 -2.943 -1.654  0.00
C8 -3.810 -3.399 -0.304  0.00
F4 -4.196 -4.673 -0.142  0.00
C9 -2.616 -2.992 0.267  0.00
F5 -1.997 -3.954 1.000  0.00
C10 1.524 -0.269 3.015  0.00
C11 0.657 0.966 3.282  0.01
N3 -0.498 1.012 2.421  0.02
C12 -1.723 0.897 2.936  0.01
C13 -2.120 0.201 4.108  0.01
F6 -1.208 -0.526 4.799  0.00
C14 -3.430 0.169 4.550  0.00
F7 -3.739 -0.526 5.653  0.00
C15 -4.438 0.826 3.850  0.01
F8 -5.705 0.811 4.295  0.00
C16 -4.107 1.506 2.680  0.00
F9 -5.064 2.140 1.989  0.00
C17 -2.795 1.544 2.270  0.01
F10 -2.449 2.288 1.175  0.03
H1 3.873 -0.744 1.743  0.00
H2 3.347 0.953 1.664  0.00
H3 3.328 -0.046 0.203  0.00
H4 2.046 -2.498 1.634  0.00
H5 1.274 -1.261 -0.928  0.00
H6 -0.322 -2.150 2.255  0.00
H7 -0.101 -3.098 0.781  0.00
H8 2.463 -0.176 3.574  0.00
H9 1.008 -1.154 3.389  0.00
H10 1.255 1.863 3.059  0.00
H11 0.396 1.006 4.344  0.00
C18 -0.234 4.376 1.459  0.00
P1 0.627 3.068 0.495  0.04
C19 2.370 3.531 0.890  0.00
C20 0.572 3.761 -1.228  0.00
C21 0.955 2.660 -2.210  0.01
P2 -0.150 1.184 -1.953  0.05
C22 0.413 0.166 -3.389  0.00
C23 -1.672 1.876 -2.724  0.01
H12 0.244 5.346 1.322  0.00
H13 -0.206 4.104 2.515  0.00
H14 -1.275 4.429 1.147  0.00
H15 2.503 4.599 0.726  0.00
H16 3.055 2.980 0.252  0.00
H17 2.597 3.307 1.928  0.00
H18 1.245 4.619 -1.318  0.00
H19 -0.449 4.100 -1.424  0.00
H20 1.990 2.341 -2.041  0.00
H21 0.873 3.011 -3.244  0.00
H22 0.325 0.752 -4.305  0.00
H23 -0.225 -0.715 -3.471  0.00
H24 1.444 -0.167 -3.273  0.00
H25 -1.428 2.377 -3.662  0.00
H26 -2.134 2.578 -2.033  0.00
H27 -2.394 1.086 -2.919  0.00
N4 1.847 -1.862 -0.304  0.00
C24 2.773 -2.693 -0.665  0.00
C25 3.059 -2.864 -2.074  0.00
C26 2.040 -3.082 -3.008  0.00
C27 2.351 -3.437 -4.307  0.00
C28 3.671 -3.549 -4.709  0.00
C29 4.691 -3.331 -3.792  0.00
C30 4.388 -3.012 -2.486  0.00
H28 1.005 -3.014 -2.695  0.00
H29 1.555 -3.624 -5.014  0.00
H30 3.907 -3.813 -5.731  0.00
H31 5.721 -3.431 -4.101  0.00
H32 5.169 -2.864 -1.757  0.00

The value obtained for the LUMO energy (alpha / beta) is 0.0034 / 0.0010 Eh. Its multiplicity is 5. Its total charge is 0. The calculated total energy is -4107.1253 hartree. The HOMO-LUMO gap (alpha / beta) comes out at 7.1 / 7.1 eV. The value obtained for the relative energy (zero: lowest compared OMol25 entry of this formula, charge and spin) is 93.78 kJ/mol.

***

A cluster of 2 separate species, C2H10NS in total in a non-equilibrium geometry, computed with wB97M-V/def2-TZVPD.

Last column: Löwdin spin population.
Geometry (Å):
N1 2.190 0.877 1.054  0.31
H1 1.450 1.146 1.762  0.14
H2 2.227 1.488 0.204  0.12
H3 1.942 -0.090 0.768  0.05
H4 3.115 0.898 1.539  0.12
C1 -1.539 0.380 -1.137  0.02
C2 -1.351 -0.703 -0.088  0.03
S1 0.281 -1.564 -0.118  0.14
H5 -0.848 1.199 -0.990  0.02
H6 -1.417 0.032 -2.161  0.00
H7 -2.543 0.776 -1.009  0.00
H8 -2.134 -1.448 -0.167  0.00
H9 -1.262 -0.213 0.878  0.02
H10 -0.111 -2.778 -0.534  0.01

The value obtained for the LUMO energy (alpha / beta) is 0.0272 / 0.0191 Eh. Its multiplicity is 2. Its total charge is 0. The calculated total energy is -535.0126 hartree. The HOMO-LUMO gap (alpha / beta) comes out at 4.7 / 9.9 eV. The value obtained for the relative energy (zero: lowest compared OMol25 entry of this formula, charge and spin) is 20.41 kJ/mol.